# 1
2 unconnected molecules or ions with the total composition C31H56F3N4O7SSi. Source: the OMol25 dataset; level of theory: wB97M-V/def2-TZVPD.

Results
Maximum force: 4.07 eV Å⁻¹
Total charge: +1
Lowest unoccupied orbital energy: -3.4 eV
HOMO: -11.28 eV
Orbital gap: 7.915 eV
E_tot: -2947.4353 Eh

Each line ends with the Löwdin charge.
Geometry (Å):
C 2.414 2.430 1.516  -0.1244
H 5.885 5.358 1.908  0.1392
H -2.324 -6.959 2.355  0.0710
H 4.449 2.525 -0.775  0.1588
C -0.332 -3.585 -0.017  -0.1539
H -2.509 -8.598 1.554  0.0884
H -1.908 -2.020 0.060  0.1247
C -1.822 -7.936 2.139  -0.0016
H -0.793 -3.913 0.953  0.1126
H -0.048 4.171 0.976  0.0713
H -1.001 -4.797 -6.069  0.1134
H -3.372 -0.816 -4.261  0.0734
H 3.443 3.959 -0.215  0.1190
H 1.031 -6.874 2.847  0.1020
H 0.750 -3.360 0.172  0.1117
C -2.356 4.447 3.367  -0.0790
O 5.524 6.522 -0.748  -0.0729
H 0.179 -4.623 -1.943  0.1186
H -1.502 2.595 -1.327  0.1234
H 2.307 2.567 2.633  0.1521
C -3.690 4.367 -0.880  -0.1852
C 0.177 -0.252 -0.025  -0.2125
H 1.882 3.309 1.065  0.1142
H -1.304 1.976 0.340  0.0833
H -0.660 -4.138 -7.661  0.1243
H -0.137 1.670 2.158  0.1296
O 3.806 2.419 1.251  -0.1063
C -2.187 6.552 0.848  -0.1938
H -3.239 4.612 -1.877  0.0448
C -2.774 -1.114 -5.121  -0.1219
H -1.824 5.422 3.307  0.0834
C -0.503 -7.693 1.303  -0.4610
H -1.436 -0.012 1.249  0.1333
O -2.060 -3.430 -4.136  -0.3071
C 5.039 5.044 1.233  -0.1804
H -3.363 2.036 5.706  0.1009
H 3.603 -0.040 0.795  0.1357
C 4.761 0.037 3.182  -0.0293
H 2.681 0.727 3.638  0.1316
H 4.562 7.244 0.977  0.1283
H 0.032 -7.034 -0.956  0.1301
H -1.742 -0.795 -4.990  0.0687
H -3.289 -5.450 -6.823  0.0733
N -0.003 -6.334 1.071  -0.1462
C 0.545 1.898 -0.986  -0.4102
H -1.497 -2.631 -1.612  0.1194
C 4.653 6.297 0.373  -0.2352
H 4.942 0.097 4.294  0.0926
H 3.616 6.120 -0.060  0.1101
O -4.164 -3.286 -5.486  -0.2602
N -0.117 -1.190 -0.861  0.1579
H -3.802 2.009 1.232  0.0879
C -3.712 1.843 3.505  -0.0759
H -3.050 6.993 1.405  0.0453
H -4.562 5.071 -0.757  0.0537
H 2.128 -6.711 1.437  0.0968
C -2.528 -5.179 -7.557  -0.0697
F 2.826 -1.307 3.605  -0.0706
H -1.931 7.122 -0.091  0.0463
H 5.203 0.965 2.747  0.0814
C -1.455 -4.308 -6.934  -0.2566
C -0.637 4.056 0.030  -0.2263
Si -2.409 4.680 0.483  0.5856
F 1.476 2.856 -1.359  0.0952
H -4.206 0.845 3.558  0.0981
C -3.229 2.525 4.711  -0.0809
C 1.661 1.093 1.168  -0.3063
C -0.373 -4.838 -0.979  -0.1810
C 1.230 -6.254 1.925  -0.0688
C 2.728 -0.064 1.505  -0.0531
H 0.543 0.382 3.106  0.1408
S -2.819 -2.878 -5.227  0.5821
C -2.565 3.825 4.687  -0.0598
F 0.196 1.284 -2.222  0.0386
C -3.492 2.477 2.199  -0.1098
C -0.779 2.553 -0.460  -0.1238
C -2.811 3.773 2.132  -0.2491
O 5.378 3.889 0.455  -0.0952
H -1.594 -8.417 3.129  0.0903
N -0.448 -0.271 1.289  0.1209
H -0.216 4.655 -0.826  0.0985
O 0.068 -8.686 0.912  0.0892
H 5.192 -0.916 2.793  0.0941
H -2.093 -6.099 -7.950  0.0849
H 2.278 -1.093 1.360  0.1276
H -1.412 -5.141 -1.282  0.1197
H -3.033 -4.650 -8.367  0.0880
H 1.412 -5.202 2.267  0.0865
H -3.197 -0.696 -6.033  0.0795
C 3.196 -0.047 3.019  -0.3200
O -1.964 -3.014 -6.574  -0.2604
H 5.019 7.125 -1.323  0.0931
C 0.421 0.683 2.039  -0.0988
H 0.349 -1.185 -1.777  0.1891
H 1.445 -6.050 -0.487  0.1225
C 4.183 3.182 0.101  -0.2001
N 1.122 0.826 -0.182  0.1096
H -1.281 6.679 1.514  0.0347
H -2.177 4.353 5.583  0.1021
C -1.072 -2.294 -0.624  -0.1031
C 0.323 -6.117 -0.366  -0.1894
H -4.028 3.300 -0.891  0.0290
H 4.170 4.853 1.930  0.1280

# 2
A single C3H4O molecule. Source: the OMol25 dataset; level of theory: wB97M-V/def2-TZVPD.

Results
Maximum force: 2.99 eV Å⁻¹
Lowest unoccupied orbital energy: 1.2 eV
Energy relative to the best compared isomer or geometry (same formula, charge and spin): 73.5 kcal per mole
HOMO: -9.16 eV
Orbital gap: 10.359 eV
E_tot: -191.7928 Eh

Each line ends with the Löwdin charge.
Geometry (Å):
C 0.496 0.492 -0.532  -0.2689
H -0.801 0.571 1.470  0.0789
C 0.125 -0.853 -0.063  -0.0576
H -1.613 0.353 -0.058  0.0963
O 1.534 -0.007 0.262  -0.0814
C -0.673 0.262 0.478  -0.0715
H 0.630 1.116 -1.510  0.1701
H 0.302 -1.935 -0.046  0.1342

# 3
A molecular structure, C4H4LaO. Source: the OMol25 dataset; level of theory: wB97M-V/def2-TZVPD.

Results
Maximum force: 4.20 eV Å⁻¹
Total charge: +1
Lowest unoccupied orbital energy (spin up / spin down): -4.7 / -4.3 eV
Energy relative to the best compared isomer or geometry (same formula, charge and spin): 0.0 kcal per mole
HOMO (spin up / spin down): -10.12 / -9.85 eV
Orbital gap (spin up / spin down): 5.378 / 5.553 eV
E_tot: -261.1294 Eh

Each line ends with the Löwdin charge.
Geometry (Å):
H 1.366 -1.164 1.171  0.1333
H 1.320 -0.521 -1.707  0.1287
C 1.076 -0.129 -0.714  -0.0765
C -0.468 1.911 -0.485  0.0064
O -0.311 -1.792 0.230  -0.1547
C 0.743 -1.136 0.255  -0.2356
La -2.411 -2.570 2.181  1.0442
H -0.342 2.980 -0.312  0.0607
C 0.529 1.105 -0.652  -0.0737
H -1.502 1.316 0.032  0.1673

# 4
3 unconnected molecules or ions with the total composition C5H12O2. Source: the OMol25 dataset; level of theory: wB97M-V/def2-TZVPD.

Results
Maximum force: 0.53 eV Å⁻¹
Lowest unoccupied orbital energy: 0.6 eV
Energy relative to the best compared isomer or geometry (same formula, charge and spin): 52.4 kcal per mole
HOMO: -9.50 eV
Orbital gap: 10.108 eV
E_tot: -348.1213 Eh

Each line ends with the Löwdin charge.
Geometry (Å):
C -2.878 0.028 -0.086  -0.1524
O -0.420 0.239 1.887  -0.0677
C 0.306 -0.407 -0.819  -0.2042
C 1.632 0.179 -0.414  -0.2700
H -2.399 -0.947 0.104  0.0931
H -3.437 0.120 -1.033  0.0913
C -0.600 0.201 -1.581  -0.0487
H 1.540 1.260 -0.237  0.1114
H -1.426 -0.355 -2.016  0.0486
H -0.542 1.257 -1.837  0.0765
O -2.823 0.946 0.701  -0.0183
H 0.094 1.020 1.648  0.0381
H 0.153 -1.452 -0.545  0.1102
H 2.267 0.082 -1.304  0.1116
C 2.329 -0.522 0.752  -0.1142
H 3.383 -0.229 0.800  0.0707
H -1.328 0.497 1.652  -0.0055
H 2.294 -1.610 0.616  0.0756
H 1.856 -0.305 1.712  0.0540

# 5
7 unconnected molecules or ions with the total composition C38H63FNO10PS. Source: the OMol25 dataset; level of theory: wB97M-V/def2-TZVPD.

Results
Maximum force: 2.40 eV Å⁻¹
Lowest unoccupied orbital energy: -0.5 eV
Energy relative to the best compared isomer or geometry (same formula, charge and spin): 0.0 kcal per mole
HOMO: -7.28 eV
Orbital gap: 6.753 eV
E_tot: -3132.0623 Eh

Each line ends with the Löwdin charge.
Geometry (Å):
H 6.057 2.594 -1.404  0.0532
H -6.070 -3.244 5.956  0.1172
H -6.736 -3.260 1.542  0.1156
H -7.008 -1.796 2.493  0.1124
O -5.055 -0.495 0.899  -0.1591
H 2.987 -7.318 -2.832  0.1182
H 3.161 4.067 -9.944  0.1128
H 4.765 3.755 -9.271  0.1145
C 3.231 -8.083 0.025  -0.2031
C -2.564 4.231 5.147  -0.1692
H 3.681 1.592 -8.930  0.1132
O -1.161 -3.771 0.750  -0.1479
H -8.231 -1.263 0.446  0.1109
C -2.823 -3.539 5.411  -0.1734
C 2.372 2.110 0.111  0.0751
O 2.469 -7.239 -0.845  -0.1597
H -0.466 -2.262 -0.484  0.1010
H 5.349 -8.631 -0.030  0.1125
H 2.401 1.507 1.011  0.1440
C 3.449 4.756 -7.887  -0.1945
C -5.149 -3.137 5.381  -0.2057
H -3.991 2.757 4.430  0.1158
H 1.736 -3.855 -0.830  0.1033
C 3.707 2.607 -6.992  -0.2136
H 1.541 -2.905 0.648  0.1135
H -6.971 -2.009 -0.544  0.1136
H -2.508 -2.829 4.641  0.1109
H 2.969 5.184 -0.017  0.0525
H 0.742 -5.811 0.238  0.1025
C -5.106 -1.803 1.479  -0.1984
C 0.007 3.147 0.605  -0.3258
H 4.129 5.608 -7.896  0.1189
H -1.427 2.700 7.253  0.1146
H -3.134 -4.979 3.793  0.1088
C -0.331 -3.335 -0.331  -0.2045
O 6.101 2.375 -2.345  -0.2650
C -0.398 -4.613 1.622  -0.2055
C 3.698 3.792 -9.037  -0.1698
H 4.746 2.286 -6.867  0.1156
H -4.036 -3.484 7.194  0.1139
O -4.913 -4.332 4.629  -0.1437
C -7.159 -1.443 0.372  -0.1715
C -2.389 1.436 -0.089  -0.1155
C 3.602 6.406 -1.693  -0.5272
H 1.876 6.608 -0.336  0.0696
O 3.637 4.006 -6.680  -0.1783
O -3.105 2.174 6.191  -0.1468
H 2.165 2.382 -8.481  0.1152
C 3.253 2.464 -8.436  -0.1696
C 4.523 -8.412 -0.706  -0.1722
C -3.928 -2.924 6.261  -0.1660
H 5.152 4.387 -4.594  0.0448
C 3.329 2.882 -1.972  -0.1921
C -0.178 4.340 -1.304  -0.3268
H -2.142 2.522 -1.868  0.1288
H -2.541 4.948 5.973  0.1123
H 2.773 4.246 -4.276  0.0253
C -1.318 3.358 5.185  -0.1727
C -1.500 2.268 -1.017  -0.1367
C -3.542 -4.717 4.771  -0.2029
C -6.575 -2.184 1.567  -0.1701
H 3.992 7.432 -1.696  0.0659
H -2.684 4.787 4.218  0.1129
H 2.648 -8.971 0.273  0.1178
H 5.373 -7.314 -2.413  0.1123
C 2.214 3.689 -2.252  -0.2163
H 1.720 -5.165 1.557  0.1135
H -0.724 1.592 -1.405  0.1203
H -4.558 -2.486 0.822  0.1212
H -0.197 -4.055 2.544  0.1145
H -1.199 1.372 6.097  0.1133
H 3.168 -5.725 -2.072  0.1092
O -0.523 5.356 -1.841  0.1462
H 3.085 2.046 -6.295  0.1120
C 2.097 4.555 -3.477  -0.3894
H -0.653 -3.859 -1.237  0.1195
H -1.841 -0.603 0.599  0.0471
C 3.304 -6.797 -1.923  -0.2004
H 3.437 6.803 0.453  0.0716
S 2.499 6.328 -3.131  0.8783
P 4.755 2.820 -3.171  0.8880
C 1.295 2.888 -0.170  -0.0831
C -1.684 2.337 6.252  -0.2083
H -0.404 3.904 5.416  0.1139
F 4.425 1.310 -0.576  0.0658
C 0.891 -4.947 0.885  -0.1726
C -3.667 3.208 5.374  -0.2052
H -5.275 -2.311 4.673  0.1011
H -4.615 -1.790 2.452  0.1041
H -1.184 2.863 4.221  0.0928
C -6.341 -0.160 0.369  -0.2073
H -6.224 0.264 -0.630  0.1145
H 3.429 -7.527 0.949  0.1151
H -1.944 -3.836 5.981  0.1106
H 4.477 5.757 -1.778  0.0523
H -3.761 -1.877 6.511  0.1130
C 4.732 -7.161 -1.547  -0.1714
H -1.527 0.844 1.760  0.0589
H 4.376 -9.278 -1.356  0.1144
H 2.421 5.131 -7.897  0.1202
H -0.982 -5.500 1.874  0.1140
O -0.237 3.132 1.780  0.1490
H 5.171 -6.370 -0.933  0.1147
O 5.076 4.369 -3.630  -0.2873
H 1.073 4.562 -3.858  0.0850
C -1.910 0.466 0.801  0.0236
H -3.502 -5.603 5.414  0.1165
N -0.956 3.513 -0.416  0.0170
C 2.901 6.233 -0.319  -0.1404
H -6.789 0.600 1.019  0.1170
C 1.098 -3.698 0.039  -0.1639
H -3.463 1.655 -0.105  0.0972
C 3.379 2.110 -0.831  -0.2671
H -4.539 3.632 5.874  0.1141
C 1.190 3.654 -1.334  -0.0690

# 6
A molecular structure, C19H21F4N7SSr. Source: the OMol25 dataset; level of theory: wB97M-V/def2-TZVPD.

Results
Maximum force: 1.35 eV Å⁻¹
Lowest unoccupied orbital energy: -0.1 eV
Energy relative to the best compared isomer or geometry (same formula, charge and spin): 13.1 kcal per mole
HOMO: -6.95 eV
Orbital gap: 6.886 eV
E_tot: -1948.3457 Eh

Each line ends with the Löwdin charge.
Geometry (Å):
N 1.576 2.619 -3.269  0.0439
C 0.511 2.186 -3.077  -0.9748
H 1.559 3.744 1.443  0.1144
C 3.116 -0.753 -3.294  -0.0523
H 3.490 -0.330 2.604  0.0693
N 1.782 -0.298 -1.565  -0.0594
C 2.162 3.277 0.684  -0.1113
H 2.486 0.335 3.894  0.0799
H 3.157 -1.318 0.577  0.0969
H 1.397 -2.025 -2.765  0.1152
C 1.513 -1.228 2.795  -0.2575
C -4.987 -1.453 1.178  -0.2314
N 3.684 2.766 -0.784  0.1316
H -6.306 0.210 1.587  0.1275
C 3.375 -3.201 1.595  -0.0761
C 3.326 3.719 0.133  -0.0581
C 0.259 -2.768 1.406  -0.1829
H 0.538 -0.909 3.166  0.1174
Sr -0.043 0.548 -0.307  1.3720
H 3.848 -2.743 2.464  0.0651
F -1.997 1.286 0.717  -0.1154
H -0.289 -2.751 2.351  0.1230
N -1.344 -1.237 0.361  -0.1945
N 3.547 0.389 -2.673  0.1276
H 4.166 -3.601 0.958  0.0756
C -5.306 -0.117 1.348  0.0431
H 2.765 -4.037 1.940  0.0704
C 2.025 -1.167 -2.594  -0.1129
F -4.482 2.090 1.353  0.0889
C 2.732 1.807 -0.784  -0.3197
C -3.719 -1.895 0.864  -0.1375
C 2.471 -0.047 2.873  -0.0739
H 0.690 -3.772 1.303  0.1151
N 1.304 -1.736 1.437  -0.1923
C 2.699 0.644 -1.649  -0.3401
H 3.919 4.599 0.306  0.1175
H 2.265 -2.629 -0.161  0.1021
C 2.542 -2.192 0.799  -0.2609
H -1.486 -3.369 0.355  0.1046
H 1.881 -2.017 3.468  0.1150
C -4.265 0.776 1.187  -0.2383
C -0.760 -2.562 0.281  -0.2237
C -3.007 0.344 0.865  -0.1396
N 1.803 2.085 0.112  -0.0435
S -0.983 1.575 -2.780  0.4684
H 2.149 0.757 2.214  0.0446
F -3.560 -3.234 0.729  0.0586
C -2.621 -1.012 0.680  -0.2138
H 4.233 1.020 -3.044  0.1563
H 4.478 2.823 -1.395  0.1591
H -0.245 -2.660 -0.686  0.1007
F -5.955 -2.368 1.319  0.0874
H 3.609 -1.163 -4.158  0.1187

# 7
A molecular structure, C23H26BrF3I3O16PS. Source: the OMol25 dataset; level of theory: wB97M-V/def2-TZVPD.

Results
Maximum force: 4.20 eV Å⁻¹
Lowest unoccupied orbital energy: -1.0 eV
HOMO: -9.03 eV
Orbital gap: 8.032 eV
E_tot: -6602.0998 Eh

Each line ends with the Löwdin charge.
Geometry (Å):
H 1.052 1.321 -0.766  0.1038
O 5.208 7.697 -2.903  0.1851
O 1.954 -2.317 3.233  0.0608
C -2.023 -5.859 -0.050  -0.3151
H -2.510 -4.409 1.488  0.1437
H 2.021 -0.723 1.284  0.1065
H 2.552 6.022 -0.819  0.1771
H 1.698 0.013 -2.398  0.0741
H 0.553 1.870 0.825  0.0644
C 4.382 -5.218 -0.517  -0.0509
C -2.592 0.782 1.808  -0.6154
O 3.917 5.926 -2.354  0.1326
H -0.413 -2.812 -0.178  0.0461
C 1.108 -0.509 1.881  -0.1301
H 1.199 0.539 2.224  0.0516
H 0.327 3.424 -1.168  0.1035
C -3.815 0.622 2.403  -0.7482
S -1.566 -1.848 -2.499  0.3341
C -1.225 3.786 0.251  -0.1522
C 5.125 -4.271 -1.415  -0.3157
F 2.066 4.650 -2.204  0.0550
C 1.911 6.958 -2.693  -0.0634
O -3.037 5.308 -0.592  0.0527
C -2.227 0.220 0.377  -0.7240
C 0.135 1.533 -0.153  -0.1966
O 1.237 -0.806 -2.139  -0.1997
I -5.472 -0.454 1.558  0.8842
H 0.565 -3.019 1.248  0.1087
H 1.363 -2.235 -0.126  0.0636
F -0.748 -5.821 0.414  0.0685
O -2.381 -1.220 0.599  -0.1803
C -3.981 -6.637 0.653  -0.5397
H -3.478 0.638 4.528  0.0676
C -4.133 1.200 3.816  -0.2419
C 1.293 -1.361 3.189  -0.7454
C -1.446 -1.453 1.669  -0.4455
H 1.577 6.614 -3.674  0.1485
H 0.144 1.332 -3.040  0.0641
H -3.325 5.051 -1.485  0.1180
H 6.143 -4.044 -1.090  0.1764
C -0.674 0.178 -0.092  -0.3392
C 0.383 -2.300 0.409  -0.0459
C 4.136 7.225 -2.725  -0.5408
H 5.037 -5.948 -0.044  0.1440
O -4.141 -5.288 0.576  0.0806
H -2.127 3.348 0.722  0.0604
H -2.824 -3.849 -0.158  0.1172
H -3.970 2.293 3.872  0.0498
C 3.739 -3.110 -0.130  -0.5154
C -1.660 5.083 -0.494  -0.4744
H -0.480 4.067 1.030  0.0967
H -2.013 -5.928 -1.141  0.1763
H -1.216 2.689 -1.612  0.0542
O -1.635 -1.983 2.689  0.1723
P -0.382 -0.456 -1.895  0.3232
O 3.816 -4.332 0.449  0.0935
C 2.579 5.872 -1.900  -0.3181
O 2.965 7.905 -2.856  0.0770
H 3.582 -5.747 -1.038  0.1496
C -2.835 -4.719 0.491  -0.0632
O -2.671 -6.993 0.492  0.1352
H -5.178 0.964 4.120  0.0496
O -0.652 0.765 -3.023  -0.2800
C -0.123 -0.885 0.990  -0.2655
I -1.222 1.858 3.105  1.1395
O -4.866 -7.406 0.833  0.1803
C -0.519 2.809 -0.764  -0.2150
O -0.890 5.853 -0.962  0.1322
F 5.146 -4.718 -2.693  0.0813
O 4.334 -3.097 -1.355  0.1465
H 1.065 7.397 -2.168  0.1323
Br 0.460 -0.848 4.920  0.6295
O 3.219 -2.164 0.372  0.1332
I -3.546 0.972 -1.204  0.9763

# 8
2 unconnected molecules or ions with the total composition CH5NO2. Source: the OMol25 dataset; level of theory: wB97M-V/def2-TZVPD.

Results
Maximum force: 2.92 eV Å⁻¹
Lowest unoccupied orbital energy: 0.9 eV
Energy relative to the best compared isomer or geometry (same formula, charge and spin): 12.2 kcal per mole
HOMO: -9.96 eV
Orbital gap: 10.833 eV
E_tot: -246.3374 Eh

Each line ends with the Löwdin charge.
Geometry (Å):
H -1.445 -1.737 2.078  0.1198
O -0.234 -0.974 -0.114  -0.0033
C -1.152 -0.472 0.519  -0.4652
H 3.385 1.606 -2.663  0.0432
H 2.722 0.767 -1.531  0.0465
O 2.534 1.478 -2.186  -0.0922
H -1.517 0.554 0.270  0.1283
H -2.536 -0.343 2.009  0.1116
N -1.757 -0.879 1.618  0.1111